1.
This record from OMol25 describes C24H63HgO22S7 as an isolated structure in a non-equilibrium geometry. The level of theory is the ωB97M-V functional and the def2-TZVPD basis.

As for the energy above the lowest of the compared OMol25 structures with the same formula, charge and spin: 272.24 kcal per mole. The HOMO energy comes out at -0.452 Ha. The calculation puts the LUMO energy at -0.363 Eh. The value obtained for the orbital gap is 0.0886 Eh.

Structure (ORCA input):
```
! RIJCOSX wB97M-V def2-TZVPD def2/J DEFGRID3
* xyz 1 1
Hg -1.349 4.856 6.151
S 10.746 -2.016 2.313
S -0.274 -6.530 -5.629
S -9.616 -2.881 -7.610
S -1.617 -6.520 3.873
S 5.462 4.482 5.501
S 1.154 9.477 -4.453
S -6.883 1.395 5.535
O 4.170 4.309 6.220
O 6.511 3.340 6.126
O 11.453 -3.160 1.748
O -8.844 -3.813 -6.457
O -1.275 -6.966 -4.618
O 1.777 8.405 -5.195
O -10.709 -3.669 -8.198
O 0.768 10.736 -5.077
O -1.830 -5.545 2.786
O 11.490 -1.039 3.125
O 10.140 -1.130 1.024
O -8.579 -2.227 -8.455
O -8.147 1.993 4.614
O -7.470 0.897 6.760
O -2.742 -7.209 4.525
O -1.136 -5.985 -6.996
O -0.173 8.957 -3.616
O -0.756 1.819 2.061
O 5.561 4.475 4.035
O -5.931 2.499 5.572
O 0.816 -7.412 -6.082
O -0.602 -5.860 5.057
C -0.179 1.659 0.787
C -1.240 1.436 -0.319
C 6.334 5.997 6.028
C -7.433 -3.716 -6.249
C -10.293 -1.511 -6.598
C 8.763 0.418 0.287
C 6.853 3.309 7.480
C 0.794 0.528 0.713
C 9.893 0.222 1.265
C -0.316 7.523 -3.569
C -8.577 1.680 2.306
C 7.282 1.974 7.941
C -0.332 -7.696 3.199
C -1.172 7.088 -4.744
C 2.313 9.922 -3.057
C -0.353 -5.601 -8.080
C 0.200 -4.709 4.728
C 9.179 -2.617 3.194
C 0.366 -4.827 -5.212
C -6.240 0.010 4.473
C -7.061 -2.538 -5.365
C 1.209 -4.514 5.855
C -1.198 -5.397 -9.285
C -7.894 2.577 3.323
H -7.765 -2.467 -4.536
H -9.510 -1.250 -5.886
H -7.087 -4.592 -5.700
H -8.253 3.604 3.260
H -0.870 7.604 -5.655
H -6.826 -3.778 -7.152
H -5.198 -0.077 4.780
H 0.269 -7.247 2.409
H 10.795 0.791 1.042
H 5.989 3.561 8.096
H 3.331 10.168 -3.358
H -1.079 6.019 -4.937
H 9.412 -3.424 3.888
H 0.810 -4.809 3.830
H -1.915 2.283 -0.436
H 8.206 1.583 7.514
H -0.490 -5.388 -10.114
H 0.283 -0.431 0.627
H -0.869 -8.525 2.737
H 9.625 0.511 2.281
H 1.403 -4.877 -5.546
H -0.260 -4.051 -5.653
H 1.407 0.662 -0.178
H -11.209 -1.871 -6.129
H 2.384 9.171 -2.270
H 8.529 -2.926 2.376
H 5.909 6.830 5.468
H 9.126 0.146 -0.704
H -6.909 -0.837 4.624
H 8.538 1.478 0.167
H 0.802 -4.513 6.866
H -8.224 1.993 1.324
H 1.734 -3.560 5.805
H -1.884 0.599 -0.050
H -8.338 0.622 2.417
H -0.940 7.180 -2.744
H -0.320 -3.755 4.644
H 6.167 5.981 7.105
H -6.077 -2.723 -4.935
H 0.307 -4.767 -7.843
H -10.500 -0.820 -7.415
H -0.573 1.309 -1.171
H 0.368 -7.864 4.017
H 0.258 2.569 0.375
H -7.093 -1.642 -5.985
H -6.821 2.684 3.161
H 6.574 1.158 7.797
H 7.554 4.131 7.627
H 1.448 0.582 1.584
H 0.331 -6.447 -8.151
H -9.655 1.839 2.331
H 7.767 0.000 0.437
H -1.629 -4.398 -9.346
H 8.847 -1.745 3.758
H 0.610 6.951 -3.633
H 1.826 10.710 -2.482
H -1.924 -6.192 -9.458
H 7.425 2.095 9.015
H 0.339 -4.736 -4.126
H 7.340 5.753 5.686
H -2.227 7.234 -4.511
H 2.008 -5.254 5.904
H -6.289 0.266 3.414
*
```

=====

2.
This record from OMol25 describes C24H63HgO22S7 as an isolated structure in a non-equilibrium geometry. The level of theory is the ωB97M-V functional and the def2-TZVPD basis.

As for the energy above the lowest of the compared OMol25 structures with the same formula, charge and spin: 239.54 kcal per mole. The HOMO energy comes out at -0.424 Ha. The calculation puts the LUMO energy at -0.306 Eh. The value obtained for the orbital gap is 0.1187 Eh.

Structure (ORCA input):
```
! RIJCOSX wB97M-V def2-TZVPD def2/J DEFGRID3
* xyz 1 1
Hg 4.388 -23.082 21.292
S 9.781 -24.655 22.969
S 1.285 -23.937 16.319
S 6.822 -17.927 23.573
S -0.353 -26.516 21.838
S 2.171 -23.081 26.654
S 6.443 -27.827 18.694
S 7.005 -20.760 16.853
O 8.380 -24.432 22.688
O 6.931 -16.816 22.666
O 6.540 -19.297 23.086
O 5.937 -26.714 19.537
O -1.671 -25.660 22.392
O 2.120 -23.893 17.465
O 6.767 -21.670 15.478
O 2.943 -23.214 25.416
O 1.366 -23.020 15.205
O -0.266 -23.863 16.984
O 5.670 -28.350 17.575
O 6.689 -21.688 17.989
O 10.258 -24.910 24.368
O 8.020 -27.441 18.203
O 1.468 -20.154 21.139
O 8.297 -17.958 24.360
O 8.363 -20.143 16.697
O 2.737 -22.490 27.877
O -0.573 -27.019 20.463
O 10.284 -25.942 22.035
O 1.564 -24.593 26.961
O 0.867 -25.687 22.101
C 5.695 -17.529 24.950
C -3.659 -26.299 23.536
C 0.046 -26.065 28.195
C -0.324 -27.848 23.116
C 0.326 -18.050 20.973
C 0.412 -19.453 20.536
C 10.800 -23.362 22.098
C 11.498 -26.544 22.483
C 7.258 -21.154 14.285
C 6.926 -29.282 19.740
C 8.785 -16.750 24.956
C 6.271 -21.554 13.252
C 10.298 -16.797 25.007
C -1.269 -23.827 16.035
C 8.040 -27.116 15.816
C 1.255 -25.605 15.685
C -2.634 -23.450 16.643
C -2.994 -26.055 22.105
C 5.632 -19.581 16.665
C 8.448 -27.976 16.986
C 0.523 -22.299 26.218
C 12.168 -26.951 21.224
C 0.977 -24.858 28.224
C -0.959 -20.125 20.777
H 8.534 -27.357 14.876
H 10.513 -23.235 21.054
H 8.148 -29.024 16.951
H 11.840 -23.685 22.065
H 12.097 -25.810 23.022
H -0.332 -27.276 24.044
H 0.544 -28.491 22.974
H 6.117 -22.633 13.218
H 10.635 -17.484 25.783
H -1.228 -28.445 23.002
H 11.482 -27.306 23.263
H 6.076 -29.534 20.374
H 0.251 -24.097 28.514
H 0.692 -21.442 25.567
H 9.528 -28.115 17.023
H 8.403 -15.883 24.417
H 8.259 -16.627 25.903
H 10.759 -22.405 22.618
H 5.939 -16.638 25.528
H -0.256 -26.285 29.219
H 1.031 -26.269 16.520
H 0.387 -17.969 22.058
H -2.970 -26.947 21.479
H 6.557 -21.268 12.240
H 13.219 -27.067 21.488
H -0.910 -21.165 20.456
H -0.812 -26.016 27.525
H 4.680 -17.561 24.554
H -2.946 -24.145 17.423
H -2.558 -22.453 17.078
H 7.352 -30.026 19.067
H -4.622 -26.790 23.400
H -3.474 -23.473 15.949
H 5.563 -19.069 17.625
H 10.659 -17.046 24.009
H -0.111 -23.038 25.728
H 12.124 -26.243 20.396
H 0.615 -26.950 27.910
H 11.755 -27.937 21.012
H 4.677 -20.105 16.648
H 1.769 -24.927 28.969
H 0.548 -19.399 19.455
H 6.974 -27.027 15.604
H 0.525 -25.673 14.878
H -1.650 -19.555 20.156
H -0.675 -17.626 20.892
H -1.403 -24.775 15.514
H 2.207 -25.822 15.199
H -1.090 -23.152 15.198
H 1.119 -17.472 20.499
H 8.255 -21.556 14.102
H -3.596 -25.284 23.928
H 7.311 -20.066 14.305
H 8.409 -26.104 15.987
H -1.265 -20.052 21.821
H 5.803 -18.327 25.684
H 5.367 -20.949 13.325
H 7.600 -28.952 20.530
H 0.086 -21.839 27.105
H 5.709 -19.101 15.689
H -3.417 -25.239 21.519
H 10.676 -15.843 25.373
H -3.063 -26.901 24.222
*
```

=====

3.
This record from OMol25 describes C24H64AlF6N4O20P5 as an isolated structure in a non-equilibrium geometry. The level of theory is the ωB97M-V functional and the def2-TZVPD basis.

The HOMO energy comes out at -0.497 Ha. The calculation puts the LUMO energy at -0.429 Eh. The value obtained for the orbital gap is 0.0688 Eh.

Structure (ORCA input):
```
! RIJCOSX wB97M-V def2-TZVPD def2/J DEFGRID3
* xyz 2 1
P 4.289 -4.792 -0.159
P -3.530 -3.604 1.191
P 0.043 -0.342 1.035
P 3.815 4.055 3.487
P -3.158 1.594 -4.109
Al -3.844 0.574 -0.002
F 0.419 1.189 1.252
F 1.347 -0.694 0.097
F -0.314 -1.942 1.111
F -0.932 0.005 -0.261
F -1.236 -0.003 2.063
F 1.026 -0.626 2.222
O 3.295 2.545 -1.168
O -4.590 -4.112 2.392
O -2.701 2.969 -4.811
O 4.159 -3.633 1.039
O 3.044 4.613 2.184
O -3.712 -2.118 0.935
O 4.104 -6.243 0.176
O -3.771 -4.680 -0.109
O 5.638 -4.582 -0.994
O -2.916 -1.355 -1.943
O -4.429 1.181 -5.014
O 5.046 3.277 3.255
O -1.683 2.671 -0.940
O -3.454 1.577 -2.682
O -1.911 0.648 -4.514
O -2.082 -4.076 1.735
O -4.152 -0.087 3.011
O 3.244 -4.255 -1.279
O 3.892 5.417 4.472
O 2.692 3.217 4.330
N 4.283 0.954 0.015
N -3.380 0.337 5.054
N -1.810 -2.815 -3.162
N -0.916 4.835 -1.358
C -0.638 -2.859 -2.216
C 4.391 0.096 1.224
C 2.970 -3.363 1.762
C 5.370 0.947 -1.041
C 3.308 1.787 -0.150
C -0.797 0.865 -3.796
C 3.811 5.163 1.103
C 4.693 6.513 4.139
C -4.264 0.365 4.126
C -1.689 -3.978 3.096
C -5.876 -4.152 2.206
C -2.124 -0.454 4.930
C 1.854 2.374 3.537
C 3.493 -2.916 -1.636
C -0.643 4.808 -2.840
C -1.817 -3.858 -4.133
C -1.372 3.848 -0.590
C -3.625 -6.065 0.021
C 5.756 -5.344 -2.166
C -3.509 1.163 6.296
C -0.480 6.055 -0.731
C -2.860 -2.024 -2.916
C -4.308 0.934 -6.422
C -3.458 3.973 -5.367
H -1.278 4.157 -3.440
H 1.192 1.796 4.181
H -2.173 -1.135 4.080
H 4.659 5.763 1.436
H 4.276 -2.350 -1.131
H -0.809 -4.083 -4.483
H -3.389 -6.219 1.074
H -6.272 -3.294 2.749
H 0.123 0.962 -4.372
H -0.622 0.018 -3.133
H 2.522 1.722 2.974
H -3.410 0.633 7.243
H 2.090 -3.944 1.488
H 4.233 4.320 0.556
H -4.540 3.841 -5.375
H 2.525 -2.444 -1.466
H 0.196 -3.284 -2.774
H -4.584 1.342 6.275
H -6.039 -4.183 1.129
H -3.259 0.777 -6.673
H 5.682 -0.085 -1.204
H -1.504 -5.013 3.384
H 3.641 -2.908 -2.716
H 2.664 -2.319 1.692
H -0.637 6.937 -1.352
H 5.913 -6.400 -1.945
H 3.275 -3.639 2.772
H 4.916 7.353 4.796
H -6.374 -5.096 2.429
H -0.751 1.787 -3.216
H -1.235 0.164 4.798
H 5.222 1.487 -1.976
H -5.191 0.901 4.381
H -2.764 -6.248 -0.623
H 3.278 5.728 0.338
H -2.386 -3.462 3.756
H 1.313 2.984 2.813
H -4.470 -6.655 -0.333
H -0.354 -1.907 -1.769
H 2.549 1.810 0.647
H -3.204 3.972 -6.427
H -2.368 -3.496 -5.001
H -2.121 -4.779 -3.637
H -1.163 5.731 -3.097
H -4.896 1.571 -7.082
H -0.882 -3.525 -1.388
H -0.704 -3.518 3.018
H 0.432 4.744 -3.010
H -1.525 4.141 0.461
H -3.005 4.790 -4.807
H 5.294 0.206 1.825
H 6.211 1.477 -0.594
H -2.929 2.076 6.156
H -3.706 -2.157 -3.608
H -1.875 -1.043 5.812
H 4.451 -0.956 0.947
H 4.107 7.001 3.360
H 6.682 -5.032 -2.651
H 5.689 6.369 3.721
H -4.675 -0.048 -6.719
H 3.516 0.047 1.872
H 0.599 6.034 -0.582
H 4.860 -5.189 -2.767
H -1.019 6.198 0.206
*
```

=====

4.
This record from OMol25 describes a 9-piece molecular cluster, C24H64NO11 overall in a non-equilibrium geometry. The level of theory is the ωB97M-V functional and the def2-TZVPD basis.

As for the energy above the lowest of the compared OMol25 structures with the same formula, charge and spin: 0.00 kcal per mole. The HOMO energy comes out at -0.427 Ha. The calculation puts the LUMO energy at -0.073 Eh. The value obtained for the orbital gap is 0.3544 Eh.

Structure (ORCA input):
```
! RIJCOSX wB97M-V def2-TZVPD def2/J DEFGRID3
* xyz 1 1
O -0.118 -2.362 1.488
O -6.968 -2.822 -3.860
O 0.788 1.113 0.658
O 5.118 0.867 3.961
O -4.554 -3.646 -0.041
O 0.009 5.742 -5.620
O -4.921 -6.985 -2.791
O 5.959 0.305 -1.605
O 4.027 0.403 1.507
O 1.865 3.840 -1.215
O 3.033 2.308 8.077
N 1.713 0.084 0.802
C -6.204 -8.576 -4.121
C -7.809 -0.637 -4.498
C 4.513 1.179 5.225
C 4.829 -0.630 2.098
C 3.460 3.932 9.845
C 5.100 0.406 6.384
C 5.929 1.732 -1.628
C 5.025 -0.483 3.605
C 2.723 0.380 1.918
C -0.254 7.079 -6.048
C -6.847 -4.131 -0.709
C 0.419 5.151 -2.680
C 0.599 4.514 -1.318
C -1.314 -4.019 0.155
C -5.375 -4.399 -0.949
C 6.846 2.299 -0.564
C -1.294 -2.605 0.686
C 2.771 3.640 8.526
C -6.111 -7.169 -3.561
C 2.763 -1.703 -0.405
C -7.818 -1.746 -3.463
C 3.061 -2.851 -0.256
C -1.734 7.313 -6.282
C 2.279 -0.333 -0.512
H -0.300 5.149 -6.312
H 2.453 1.368 2.292
H 0.117 7.734 -5.261
H -1.324 -1.884 -0.137
H -8.467 0.182 -4.204
H -6.182 -9.309 -3.314
H 5.661 0.034 -0.731
H 2.703 1.703 8.749
H 1.690 3.783 8.620
H 3.109 3.251 10.624
H 6.180 0.306 6.274
H -5.094 -4.101 -1.957
H 0.488 4.409 -3.471
H 5.807 -0.552 1.626
H 6.840 3.390 -0.576
H 1.155 -0.716 1.121
H 7.867 1.953 -0.722
H -4.170 -7.148 -3.369
H -8.137 -1.020 -5.465
H -7.463 -4.693 -1.410
H 4.538 3.791 9.750
H 4.845 0.859 7.335
H -0.440 -4.212 -0.476
H 0.643 -2.546 0.921
H 3.040 0.343 -0.900
H 4.220 -1.005 4.134
H -1.285 -4.736 0.977
H -0.548 5.647 -2.753
H 1.453 -0.317 -1.223
H -2.300 7.110 -5.372
H -7.129 -4.410 0.310
H 6.538 1.959 0.428
H -0.171 3.762 -1.141
H -7.488 -1.370 -2.489
H -5.358 -8.786 -4.779
H -1.925 8.341 -6.591
H 0.531 5.266 -0.527
H -4.793 -3.916 0.851
H 4.708 -0.613 6.390
H -7.066 -3.069 -0.825
H -6.946 -6.968 -2.892
H 4.635 2.249 5.364
H 2.555 4.495 -1.358
H 0.315 7.286 -6.959
H -6.137 -6.432 -4.369
H 3.136 4.307 7.747
H -6.800 -0.239 -4.628
H 1.202 5.890 -2.864
H 4.459 -1.634 1.884
H 3.436 0.996 5.121
H 6.248 2.044 -2.621
H -7.124 -8.710 -4.691
H 3.268 4.954 10.170
H -2.112 6.645 -7.059
H 2.529 -0.316 2.734
H 1.205 1.811 0.118
H 3.246 -3.882 -0.047
H -8.821 -2.154 -3.348
H -5.154 -5.460 -0.835
H -6.079 -2.466 -3.951
H 4.898 2.076 -1.476
H -2.150 -2.420 1.329
H -2.215 -4.192 -0.429
H 5.954 -1.006 3.855
*
```

=====

E readings, ordered: -5547.47499 -5547.52710 -5224.72175 -1834.73769 Eh